Record 1
This record from OMol25 describes a structure of composition C43H48MnN5O2S2. The level of theory is ωB97M-V with the def2-TZVPD basis set.

Geometry (Å):
Mn 0.17140 0.09901 -0.62014
C -5.76402 -2.08448 -0.57423
C -5.08673 -1.39524 0.61404
C -3.96117 -0.50485 0.19610
C -3.97847 0.83080 0.00935
C -5.11862 1.78205 0.19590
C -5.06308 2.50942 1.54085
C -2.63212 1.22273 -0.36942
C -2.25970 2.50405 -0.62737
C -0.95927 2.91423 -0.96763
C -0.58210 4.24723 -1.23943
C -1.51418 5.41689 -1.29294
C -2.27552 5.50906 -2.61825
C 0.78338 4.22998 -1.47630
C 1.19609 2.88729 -1.34546
C 2.52253 2.44082 -1.48010
C 2.92026 1.14431 -1.39884
N 2.09633 0.05315 -1.20160
C 2.92120 -1.05470 -1.21004
C 2.52814 -2.34578 -1.04850
C 1.20753 -2.76447 -0.81053
N 0.13526 -1.91831 -0.66005
C -0.93865 -2.72664 -0.37605
C -2.23314 -2.26406 -0.08690
C -2.61898 -0.96232 -0.11523
N -1.82342 0.10957 -0.45643
C -0.55058 -4.08322 -0.37082
C 0.80734 -4.10678 -0.64101
C 1.69268 -5.30668 -0.77179
C 1.92609 -5.71317 -2.22936
C -1.43869 -5.24327 -0.04451
C -1.54735 -5.48446 1.46402
C 4.29660 -0.64278 -1.42937
C 4.29589 0.70195 -1.54551
C 5.46532 1.61594 -1.73225
C 5.93112 2.23637 -0.41206
C 5.45708 -1.58080 -1.53679
C 5.55899 -2.23118 -2.91932
N 0.12798 2.07936 -1.03749
C 1.66941 5.37691 -1.85025
C 1.93639 5.45528 -3.35613
H -6.56732 -2.74590 -0.24287
H -5.04368 -2.67645 -1.14091
H -6.18829 -1.34421 -1.25540
H -4.71322 -2.14348 1.31729
H -5.82207 -0.80606 1.16589
H -6.05977 1.23239 0.11378
H -5.12204 2.51102 -0.62015
H -5.09057 1.80411 2.36946
H -5.89966 3.20544 1.64227
H -4.13198 3.06796 1.64293
H -3.01623 3.27218 -0.54343
H -0.94892 6.33942 -1.13623
H -2.23055 5.35895 -0.46842
H -1.57970 5.60896 -3.45345
H -2.95394 6.36552 -2.63251
H -2.86068 4.60347 -2.78589
H 3.28037 3.19028 -1.66535
H 3.28962 -3.11323 -1.08755
H -2.97354 -3.00218 0.18891
H 1.24716 -6.14456 -0.22886
H 2.65587 -5.11496 -0.28970
H 0.97713 -5.94319 -2.71725
H 2.57327 -6.59050 -2.30408
H 2.38864 -4.89543 -2.78485
H -1.05541 -6.14451 -0.53198
H -2.43640 -5.07800 -0.46005
H -0.56287 -5.69131 1.88820
H -2.20350 -6.32865 1.68904
H -1.93784 -4.59909 1.96841
H 5.20320 2.40881 -2.43772
H 6.29006 1.06276 -2.18819
H 5.12098 2.79557 0.05709
H 6.77500 2.91187 -0.56692
H 6.23789 1.45700 0.28751
H 5.37163 -2.35650 -0.77139
H 6.38103 -1.03916 -1.32054
H 4.64528 -2.77690 -3.15763
H 6.39890 -2.92717 -2.96953
H 5.69730 -1.47018 -3.68941
H 2.62256 5.30042 -1.31846
H 1.21332 6.31223 -1.51560
H 2.40952 4.53728 -3.70863
H 2.58716 6.29702 -3.60558
H 1.00003 5.57180 -3.90474
O -2.92202 -2.16282 3.65140
S -2.56007 -0.77181 3.72399
O -3.62516 0.17828 3.91176
N -1.61563 -0.35498 2.45423
C -0.40422 -0.04337 2.83108
S 0.89285 0.33551 1.81139
C -0.17763 -0.11180 4.31684
C 0.97330 0.15802 5.03706
C 0.93434 0.00561 6.41722
C -0.22846 -0.41095 7.06148
C -1.38150 -0.68557 6.33613
C -1.32081 -0.52624 4.96728
H 1.86897 0.47649 4.52039
H 1.82141 0.21126 7.00312
H -0.23264 -0.52284 8.13848
H -2.29174 -1.01082 6.82249

Values from the calculation:
Charge = -1
LUMO energy (alpha / beta) = 2.3434 / 1.6201 eV
Spin multiplicity = 6
E_HOMO (alpha / beta) = -2.37 / -3.81 eV
Electronic energy = -4039.19610 Ha
Orbital gap (alpha / beta) = 4.71 / 5.43 eV
Expectation value of S² = 8.84
Energy relative to the best compared isomer or geometry (same formula, charge and spin) = 0.000 eV

***

Record 2
This record from OMol25 describes a structure of composition C23H13BaCl6N3O14 at a distorted geometry. The level of theory is ωB97M-V with the def2-TZVPD basis set.

Geometry (Å):
Ba 1.46937 -1.62111 -0.32514
O 3.17932 1.15496 2.33772
C 3.06571 0.68791 1.13593
O 3.52284 -0.37073 0.72373
C 2.27664 1.61316 0.20473
O 1.91080 0.96765 -0.99435
C 2.94840 0.94230 -1.97056
C 2.79148 -0.30061 -2.90468
O 3.10672 -0.15016 -4.08440
O 2.39692 -1.35046 -2.31739
H 3.34079 0.34379 3.09728
H 2.85420 2.52759 0.02475
H 1.36098 1.88197 0.72932
H 3.92588 0.84264 -1.48795
H 2.93168 1.85809 -2.56841
O 3.43733 -3.23864 5.36929
C 3.05331 -3.01566 4.23520
C 2.86991 -1.69670 3.60270
O 3.43462 -0.62617 3.97859
C 1.95877 -1.86397 2.50827
C 2.05388 -3.24728 2.09175
O 1.64238 -3.65947 0.98597
C 2.67610 -4.02583 3.18864
O 2.86345 -5.22429 3.23917
O 1.23311 -1.00033 1.93576
O -2.77344 -3.19737 -4.67524
C -3.23927 -1.97628 -4.75439
O -4.06406 -1.64612 -5.58398
C -2.70798 -1.01021 -3.75242
C -3.01023 0.33350 -3.68315
Cl -4.04784 1.18464 -4.72960
N -2.32109 0.87274 -2.63446
N -1.58844 -0.08625 -2.03108
C -1.79618 -1.20790 -2.68107
C -1.12803 -2.48664 -2.22046
O -1.37176 -3.51990 -2.88444
O -0.41976 -2.42140 -1.19286
C -2.29540 2.18589 -2.07367
C -1.49626 2.39789 -0.94958
C -1.46327 3.64355 -0.34936
C -2.21034 4.69572 -0.85756
C -2.97875 4.49204 -1.98929
C -3.03196 3.24622 -2.59675
H -2.13637 -3.32483 -3.86421
H -0.91582 1.58153 -0.55148
H -0.85294 3.78154 0.53127
H -2.18446 5.66772 -0.38074
H -3.55656 5.30562 -2.41026
H -3.64859 3.11173 -3.46526
Cl -1.11785 -2.38604 3.62400
C -1.45232 -2.59817 1.90507
Cl -2.16776 -1.15359 1.19478
H -2.14314 -3.42597 1.79901
H -0.51818 -2.78343 1.38596
Cl -0.42836 3.21793 5.42360
C -0.63306 1.52311 4.90635
Cl -2.27469 1.00288 5.34386
Cl 0.58016 0.50914 5.68626
C -0.48735 1.48166 3.45847
N -0.42324 1.56037 2.31676

Values from the calculation:
Charge = -2
LUMO energy = 3.4333 eV
E_HOMO = -2.67 eV
Electronic energy = -4888.77880 Ha
Orbital gap = 6.11 eV
Energy relative to the best compared isomer or geometry (same formula, charge and spin) = 2.768 eV

***

Record 3
This record from OMol25 describes a structure of composition C15H30AsF6N2O6S3Tl. The level of theory is ωB97M-V with the def2-TZVPD basis set.

Geometry (Å):
Tl -0.45589 1.12748 -1.49696
F 0.39198 -1.36366 4.23412
C -0.46846 -0.38169 4.27797
F -0.01639 0.55968 5.08234
F -1.64284 -0.83091 4.64883
S -0.75045 0.50688 2.55138
O 0.14232 1.55612 2.09216
O -1.76696 1.47991 3.50890
N -1.93993 0.02420 1.64974
S -1.95571 -1.32345 0.77528
O -1.12858 -1.25735 -0.42602
O -1.90633 -2.52244 1.54346
C -3.67339 -1.10403 0.14587
F -3.97782 -2.15445 -0.58159
F -4.52605 -0.96689 1.14493
F -3.71705 0.00041 -0.61757
C 3.56715 1.26042 1.30191
C 2.96746 -0.04820 1.80369
S 1.49993 -0.48223 0.84112
O 0.40230 -0.83898 1.90877
C 1.89305 -2.12089 0.21727
C 2.04742 -3.19622 1.28253
H 4.37789 1.56026 1.96295
H 2.81985 2.05477 1.28967
H 3.97230 1.15507 0.29498
H 2.61061 0.02311 2.83095
H 3.66677 -0.88045 1.73350
H 2.80476 -1.94983 -0.36218
H 1.08041 -2.33935 -0.47499
H 2.99112 -3.11347 1.82010
H 2.02428 -4.16606 0.78760
H 1.22510 -3.17030 1.99523
O 1.73473 0.02610 -2.34053
C 1.64711 0.14636 -3.55983
C 2.81931 0.20937 -4.48491
C 2.70214 -0.99894 -5.45366
C 1.99733 -2.24193 -4.86712
C 0.45994 -2.24901 -4.95812
C -0.24469 -1.25734 -4.03500
N 0.38920 0.09121 -4.14890
H 3.73203 0.17092 -3.89506
H 2.81346 1.15076 -5.04039
H 3.71042 -1.27415 -5.75743
H 2.18438 -0.69325 -6.36565
H 2.30981 -2.39103 -3.82629
H 2.35478 -3.11335 -5.41438
H 0.09420 -3.25192 -4.72938
H 0.16451 -2.03981 -5.99094
H -0.17473 -1.57308 -2.99321
H -1.29793 -1.16094 -4.29149
H 0.42396 0.36012 -5.12666
C -4.41002 2.15243 2.41774
As -2.77476 2.83663 3.08505
C -1.88546 4.04585 1.90882
C -2.98333 3.65253 4.77910
H -5.15128 2.95046 2.43785
H -4.70861 1.33951 3.07680
H -4.26990 1.77950 1.40731
H -1.87904 5.01748 2.39853
H -2.41555 4.10889 0.96186
H -0.86553 3.69249 1.76829
H -3.63134 4.52196 4.67971
H -1.99416 3.95769 5.11472
H -3.40987 2.93700 5.47731

Values from the calculation:
Charge = +2
LUMO energy = -5.1836 eV
E_HOMO = -15.32 eV
Electronic energy = -5351.92838 Ha
Orbital gap = 10.13 eV
Energy relative to the best compared isomer or geometry (same formula, charge and spin) = 0.530 eV

***

Record 4
This record from OMol25 describes a structure of composition C3H8O2 at a distorted geometry. The level of theory is ωB97M-V with the def2-TZVPD basis set.

Geometry (Å):
C 1.39662 0.54928 -1.17961
C 0.59577 0.23141 0.03477
O -0.61366 0.90111 0.09014
C -0.32857 -0.88228 -0.01498
O -1.75049 -0.25358 1.89893
H 0.77621 0.45941 -2.07565
H 2.24176 -0.13501 -1.24673
H 1.75372 1.57651 -1.11617
H 1.15436 0.27047 0.97412
H -1.39162 0.49300 1.35154
H -0.85572 -1.10742 -0.92685
H -0.37478 -1.68820 0.72791
H -2.60359 -0.41471 1.48257

Values from the calculation:
LUMO energy = 0.2620 eV
E_HOMO = -9.79 eV
Electronic energy = -269.47338 Ha
Orbital gap = 10.05 eV
Energy relative to the best compared isomer or geometry (same formula, charge and spin) = 3.306 eV

***

Record 5
This record from OMol25 describes a cluster of 3 separate species, C21H23ClF16O3P in total. The level of theory is ωB97M-V with the def2-TZVPD basis set.

Geometry (Å):
O -2.61867 -2.97800 -3.18309
C -1.48752 -2.56258 -3.11548
C -1.07725 -1.84967 -1.81658
P -1.61825 -0.13669 -1.76937
C -3.23731 0.13602 -2.47673
C -3.28060 -0.03203 -4.02091
C -3.78504 1.22437 -4.71493
Cl -5.42160 1.63710 -4.15533
C -0.50311 -2.66903 -4.21344
C 0.72336 -1.98393 -4.18704
C 1.58996 -2.07084 -5.26670
C 1.24895 -2.85300 -6.36717
C 0.03555 -3.54417 -6.39564
C -0.84031 -3.44991 -5.32597
H -1.60995 -2.34640 -1.00049
H -0.00823 -1.88356 -1.61285
H -0.69154 0.70625 -2.38333
H -1.65686 0.24397 -0.42747
H -3.54899 1.14815 -2.19833
H -3.92763 -0.54564 -1.97238
H -2.28859 -0.25525 -4.42909
H -3.92579 -0.87454 -4.26039
H -3.82643 1.06290 -5.79128
H -3.13989 2.08418 -4.53016
H 1.01634 -1.39063 -3.32843
H 2.53979 -1.55057 -5.25780
H 1.93202 -2.93578 -7.20479
H -0.22861 -4.15904 -7.24645
H -1.78683 -3.97617 -5.33508
C 2.89588 2.36168 0.93757
C 4.15449 2.43523 0.06522
C 3.96969 2.40865 -1.45659
F 3.28631 1.30094 -1.84436
F 5.17764 2.38537 -2.04228
F 5.04024 1.50009 0.44858
F 4.68769 3.66397 0.31578
O 2.51683 1.08196 1.43012
C 1.74014 0.21352 0.74896
C 2.46896 -1.09641 0.40676
F 3.61572 -0.85831 -0.23557
F 1.65912 -1.82258 -0.41629
F 1.16442 0.76433 -0.35122
F 0.70203 -0.14495 1.55182
H 3.15215 2.91664 1.83776
H 2.05785 2.87465 0.46496
H 3.42339 3.29572 -1.78702
H 2.65504 -1.66426 1.31955
C 0.55876 0.13242 6.25520
C -0.49696 -0.70371 5.52532
C -1.22574 -0.06807 4.33741
F -1.87344 1.06075 4.68132
F -2.13703 -0.95139 3.86340
F -1.37992 -1.22210 6.39478
F 0.20085 -1.73965 4.95701
O 0.15939 0.83771 7.40870
C -0.34924 2.10367 7.34719
C -1.78039 2.19086 7.90365
F -2.57340 1.26300 7.33410
F -2.27378 3.41446 7.61897
F -0.26937 2.61655 6.10354
F 0.40788 2.87951 8.15197
H 1.27090 -0.60287 6.62749
H 1.09125 0.77659 5.55372
H -0.51008 0.15801 3.54468
H -1.76423 2.04253 8.98448

Values from the calculation:
Charge = +1
LUMO energy = -3.4277 eV
E_HOMO = -12.73 eV
Electronic energy = -3438.89864 Ha
Orbital gap = 9.30 eV

***

Record 6
This record from OMol25 describes a cluster of 2 separate species, C8H10N2S in total at a distorted geometry. The level of theory is ωB97M-V with the def2-TZVPD basis set.

Geometry (Å):
C -1.82182 1.33057 0.07367
C -1.80609 0.29520 0.92945
C -1.30367 0.96321 -1.20193
C -1.04272 -0.85592 0.27250
C -0.60245 -2.03277 0.61776
C -0.82299 -0.31718 -1.06579
C 2.30383 0.85889 -0.05735
C 1.50223 1.28634 1.06802
N -0.34471 -3.14250 1.02005
N -0.11566 -0.95926 -2.03563
S 2.84673 -0.66558 -0.21285
H -2.25011 2.20326 0.50160
H -2.09675 0.10580 1.87752
H -1.20515 1.59292 -1.96136
H 1.17186 2.40505 1.09779
H 2.00204 0.91123 1.93519
H 0.52165 0.64826 1.24816
H 0.50309 -3.43069 1.52875
H 2.53689 1.52883 -0.76947
H -0.34605 -0.96685 -3.05115
H 0.36985 -1.75882 -1.81491

Values from the calculation:
LUMO energy = -0.0221 eV
E_HOMO = -7.34 eV
Structure (SMILES) = N=C=C1C=CC=C1N.CC=S
Electronic energy = -818.39035 Ha
Orbital gap = 7.32 eV
Energy relative to the best compared isomer or geometry (same formula, charge and spin) = 3.383 eV

***

Record 7
This record from OMol25 describes a cluster of 2 separate species, C3H9O3 in total at a distorted geometry. The level of theory is ωB97M-V with the def2-TZVPD basis set.

Geometry (Å):
C 0.49061 -1.33988 0.26440
O 1.57465 -0.89561 -0.38654
C -0.74050 -0.39996 0.49906
C -0.33145 1.03513 0.72239
O -1.38942 1.88970 1.14367
H 0.07081 -2.29870 -0.16373
H 0.75763 -1.58839 1.36156
H -1.21598 -0.76062 1.41516
H -1.42383 -0.45881 -0.35916
H 0.48505 1.01524 1.45870
H 0.14615 1.47115 -0.15589
H -2.25397 1.54543 0.88319
H 1.79926 0.37296 -2.81525
H 1.07176 -0.11308 -1.50137
O 0.95923 0.52545 -2.36619

Values from the calculation:
Charge = -1
LUMO energy = 3.8589 eV
E_HOMO = -3.39 eV
Electronic energy = -345.41825 Ha
Orbital gap = 7.25 eV
Energy relative to the best compared isomer or geometry (same formula, charge and spin) = 0.418 eV

***

Record 8
This record from OMol25 describes a cluster of 2 separate species, C3H7ClSi in total at a distorted geometry. The level of theory is ωB97M-V with the def2-TZVPD basis set.

Geometry (Å):
C -1.27741 1.10918 0.84737
C -0.65655 0.41496 -0.03222
C -1.05874 -0.28782 -1.29482
Si 2.21117 -0.52990 0.92869
Cl 3.16030 0.24286 -0.66874
H -0.87820 1.21482 1.85392
H -2.40110 1.31312 0.60760
H -1.37379 0.43900 -2.12989
H -1.91452 -0.96755 -1.05842
H -0.28559 -1.00648 -1.70736
H 1.84661 -1.77456 0.34178
H 2.62783 -0.16763 2.31211

Values from the calculation:
LUMO energy (alpha / beta) = -0.2687 / -0.0227 eV
E_HOMO (alpha / beta) = -8.05 / -7.24 eV
Electronic energy = -868.04226 Ha
Orbital gap (alpha / beta) = 7.78 / 7.22 eV
Energy relative to the best compared isomer or geometry (same formula, charge and spin) = 3.891 eV